ORCA calculation (ωB97M-V/def2-TZVPD) on a structure of composition C23H44As3N4O3SV at a distorted geometry.

As for the total charge: +1. Its multiplicity is 4. The expectation value of S² is 3.7663. As for the relative energy (zero: lowest compared OMol25 entry of this formula, charge and spin): 2.0504 eV. The value obtained for the HOMO energy (spin up / spin down) is -0.3818 / -0.3917 Eh.

Last column: Löwdin charge in e.
Positions of all 79 atoms, in Å:
1 V 0.7914 -0.5351 -0.3386  0.16
2 N 1.0948 2.7578 -0.4052  0.03
3 N -0.2555 2.4327 -0.6278  0.00
4 C -0.5628 1.3108 -1.3915  -0.75
5 O -1.7278 1.1071 -1.6938  0.02
6 O 0.4544 0.5511 -1.7160  -0.20
7 H 1.1714 3.2002 0.5004  0.08
8 H 1.4303 3.4104 -1.1077  0.10
9 H -0.9185 3.1880 -0.7137  0.15
10 C -3.1959 -1.2710 -0.7546  -0.24
11 As -1.5067 -1.0773 0.1994  1.13
12 C -2.0326 0.2246 1.5536  -0.25
13 C -1.6127 -2.6771 1.3608  -0.33
14 C -1.1468 -4.0357 0.8037  -0.67
15 C -1.5255 -4.1732 -0.6795  -0.07
16 C 0.3653 -4.2095 0.9507  -0.31
17 As 1.5153 -2.8154 0.1726  1.09
18 C 2.0395 -3.6619 -1.5141  -0.26
19 C 3.0610 -3.2840 1.2850  -0.27
20 C -1.8389 -5.1725 1.5772  -0.37
21 As -1.8631 -5.3791 3.5760  1.15
22 C -3.2240 -4.0375 4.0536  -0.35
23 C -0.3269 -4.3601 4.3025  -0.36
24 H -3.9085 -1.7506 -0.0852  0.04
25 H -3.0665 -1.8646 -1.6554  0.03
26 H -3.5428 -0.2826 -1.0350  0.03
27 H -2.8153 -0.1857 2.1910  0.04
28 H -2.4081 1.1084 1.0418  0.03
29 H -1.1718 0.5038 2.1598  0.02
30 H -2.6633 -2.7496 1.6468  0.07
31 H -1.0435 -2.4298 2.2596  0.06
32 H -1.0854 -3.3609 -1.2658  0.05
33 H -2.6088 -4.1421 -0.8012  0.09
34 H -1.1714 -5.1233 -1.0835  0.10
35 H 0.6793 -5.1590 0.5108  0.09
36 H 0.6236 -4.2337 2.0094  0.04
37 H 2.2582 -4.7200 -1.3770  0.04
38 H 2.9164 -3.1626 -1.9274  0.01
39 H 1.2263 -3.5520 -2.2309  0.03
40 H 3.3042 -4.3329 1.1191  0.04
41 H 2.7907 -3.1366 2.3299  0.03
42 H 3.9362 -2.6723 1.0735  0.00
43 H -1.4443 -6.1254 1.2137  0.06
44 H -2.9035 -5.1682 1.3216  0.07
45 H -4.1344 -4.1943 3.4755  0.02
46 H -2.8780 -3.0136 3.9161  0.01
47 H -3.4709 -4.1762 5.1060  0.02
48 H 0.6165 -4.8708 4.1124  0.01
49 H -0.4780 -4.3407 5.3822  0.02
50 H -0.2694 -3.3309 3.9504  0.00
51 C 6.4169 2.4907 2.1630  -0.10
52 C 5.2210 1.8318 2.8485  -0.23
53 C 5.0662 0.3636 2.4496  -0.20
54 N 4.7563 0.2143 1.0328  0.05
55 C 3.5354 0.1118 0.5347  -0.71
56 S 2.1504 0.0894 1.5047  0.73
57 N 3.3565 -0.0148 -0.8334  0.11
58 C 4.2754 -0.0965 -1.9143  -0.38
59 O 3.8813 0.2244 -3.0013  0.16
60 C 5.6493 -0.6096 -1.6590  -0.18
61 C 5.8440 -1.8791 -1.1196  -0.04
62 C 7.1270 -2.3695 -0.9493  -0.05
63 C 8.2207 -1.5954 -1.3163  -0.06
64 C 8.0283 -0.3377 -1.8706  -0.05
65 C 6.7451 0.1519 -2.0566  -0.01
66 H 6.4752 3.5482 2.4149  0.08
67 H 6.3457 2.4188 1.0753  0.06
68 H 7.3473 2.0146 2.4773  0.08
69 H 4.3028 2.3675 2.5962  0.10
70 H 5.3432 1.8782 3.9313  0.12
71 H 4.2698 -0.1119 3.0183  0.09
72 H 5.9983 -0.1716 2.6385  0.13
73 H 5.5229 0.3037 0.3825  0.13
74 H 2.4530 0.3140 -1.1792  0.07
75 H 4.9900 -2.4917 -0.8596  0.09
76 H 7.2776 -3.3581 -0.5364  0.11
77 H 9.2234 -1.9809 -1.1900  0.11
78 H 8.8790 0.2592 -2.1705  0.11
79 H 6.5806 1.1199 -2.5135  0.13

ORCA calculation (ωB97M-V/def2-TZVPD) on a cluster of 9 separate species, C26H57IN2O13S5 in total at a distorted geometry.

As for the total charge: 0. As for the relative energy (zero: lowest compared OMol25 entry of this formula, charge and spin): 0.5305 eV. The value obtained for the HOMO energy is -0.3045 Eh.

Last column: Löwdin charge in e.
Positions of all 104 atoms, in Å:
1 C 1.8939 -1.1781 -0.7761  0.02
2 C 0.4374 -1.2198 -0.3612  -0.42
3 O 0.0950 -1.7125 0.6521  0.15
4 N -0.3883 -0.5668 -1.4791  -0.01
5 H -0.2705 0.4324 -1.2670  -0.12
6 H 0.0991 -0.6380 -2.4548  0.06
7 C -1.8727 -0.9381 -1.3716  0.00
8 H 2.4753 -0.5851 -0.0266  0.09
9 H 2.0218 -0.8854 -1.8028  0.06
10 H 2.4200 -2.1733 -0.4358  0.11
11 H -2.2383 -1.9084 -0.9398  0.10
12 H -1.9764 -0.7012 -2.4358  0.08
13 H -2.5095 -0.1888 -0.7039  0.10
14 C 3.1750 1.9707 -3.9027  0.02
15 C 2.3129 2.6255 -4.9387  -0.36
16 O 2.6150 3.6315 -5.5635  0.13
17 N 1.0479 1.8628 -5.2915  0.11
18 H 1.2301 1.5038 -6.2493  0.19
19 H 0.8406 1.0492 -4.6158  0.08
20 C -0.2226 2.8174 -5.3544  0.09
21 H 2.5623 1.6100 -3.1116  0.04
22 H 3.8664 2.7524 -3.4146  0.14
23 H 3.4682 1.0455 -3.9984  0.04
24 H -0.0831 3.7100 -5.6771  0.02
25 H -0.5389 3.1180 -4.2916  0.12
26 H -0.9046 2.3255 -5.7419  0.01
27 I 0.1595 2.7732 -0.8155  -0.21
28 O 0.4068 -0.4414 -4.0102  -0.37
29 H -0.5511 -0.4378 -4.0142  -0.06
30 C 1.0163 0.1223 3.7192  -0.17
31 C -0.3027 0.8949 3.3427  -0.29
32 C 0.0742 2.2226 3.2041  -0.28
33 S 1.1028 2.5593 4.6191  0.66
34 O 0.3321 3.0504 5.7391  -0.31
35 O 2.2239 3.2915 4.1561  -0.31
36 C 1.6097 0.9147 4.9484  -0.20
37 H 1.6114 0.0473 2.8616  0.04
38 H 0.8449 -1.0588 3.8582  0.16
39 H -0.9255 0.6798 4.1525  0.10
40 H -0.7320 0.3983 2.4393  0.13
41 H -0.5255 2.8749 2.7979  0.04
42 H 0.7434 2.1791 2.1242  0.11
43 H 1.4169 0.5853 6.0099  0.13
44 H 2.6138 0.9075 4.9671  0.04
45 C 5.3737 3.5362 0.8313  -0.15
46 C 5.4419 2.3751 -0.0927  -0.29
47 C 5.9325 1.2954 0.6143  -0.29
48 S 5.1908 1.3024 2.2445  0.71
49 O 6.2435 1.0815 3.2426  -0.33
50 O 3.9962 0.4993 2.1932  -0.33
51 C 4.6974 3.0152 2.1883  -0.16
52 H 4.8249 4.1916 0.1874  0.12
53 H 6.3107 3.8759 0.9848  0.08
54 H 6.2119 2.4676 -0.9897  0.18
55 H 4.6661 2.0875 -0.6890  0.08
56 H 6.9454 1.1689 0.7331  0.09
57 H 5.6834 0.3457 0.2692  0.09
58 H 4.9440 3.5020 3.1325  0.11
59 H 3.6286 3.0727 1.9511  0.09
60 C 4.3933 -2.8617 1.3936  -0.21
61 C 3.5736 -2.5253 2.5952  -0.31
62 C 3.2556 -3.6880 3.2244  -0.31
63 S 2.9892 -4.9136 2.0395  0.71
64 O 1.5424 -4.8297 1.6903  -0.33
65 O 3.5899 -6.1345 2.5321  -0.32
66 C 4.0243 -4.2294 0.8236  -0.21
67 H 5.4375 -2.6170 1.5169  0.12
68 H 4.2072 -2.0587 0.5498  0.12
69 H 2.6571 -1.7774 2.3171  0.15
70 H 4.2693 -2.0459 3.2561  0.12
71 H 2.5309 -3.5406 4.0539  0.16
72 H 4.1891 -3.9974 3.5360  0.10
73 H 3.4383 -4.1463 -0.0424  0.08
74 H 4.8996 -4.7628 0.5661  0.10
75 C -5.5546 -3.1533 -0.9432  -0.27
76 C -6.2943 -2.3524 -1.9543  -0.29
77 C -6.4744 -3.2842 -3.0369  -0.28
78 S -5.0660 -4.3610 -3.2247  0.65
79 O -4.1706 -3.5930 -3.9809  -0.30
80 O -5.5084 -5.6560 -3.7173  -0.32
81 C -4.7075 -4.2895 -1.4634  -0.22
82 H -6.4431 -3.5748 -0.3071  0.14
83 H -4.8874 -2.5012 -0.1491  0.14
84 H -5.4830 -1.4927 -2.0842  0.14
85 H -7.1813 -1.7174 -1.7049  0.14
86 H -6.8448 -2.9771 -3.9300  0.07
87 H -7.3970 -3.8899 -2.7361  0.15
88 H -3.6328 -4.3636 -1.1908  0.12
89 H -5.2278 -5.2062 -1.2087  0.09
90 C -5.2670 3.4592 0.6420  -0.22
91 C -5.6513 2.6185 1.7793  -0.30
92 C -6.2537 1.4749 1.3396  -0.21
93 S -5.4236 1.0868 -0.1961  0.77
94 O -6.2989 1.1405 -1.3507  -0.31
95 O -4.6597 -0.1602 0.0693  -0.37
96 C -4.4424 2.6013 -0.2226  -0.22
97 H -4.5761 4.2115 1.1067  0.15
98 H -6.2992 3.8097 0.2321  0.18
99 H -6.2376 3.0853 2.4230  0.09
100 H -4.8343 2.5271 2.4909  0.15
101 H -7.0888 1.5748 1.0815  0.01
102 H -6.0940 0.6446 1.8735  0.10
103 H -4.2948 2.9534 -1.2111  0.10
104 H -3.4690 2.3737 0.1745  0.09

ORCA calculation (ωB97M-V/def2-TZVPD) on a cluster of 6 separate species, C4H16O8 in total at a distorted geometry.

As for the total charge: -2. As for the relative energy (zero: lowest compared OMol25 entry of this formula, charge and spin): 0.0000 eV. The value obtained for the HOMO energy is -0.0558 Eh.

Last column: Löwdin charge in e.
Positions of all 28 atoms, in Å:
1 O -1.1984 0.0659 -1.2777  -0.07
2 C -0.0653 0.1288 -1.8080  -0.64
3 O 0.1658 0.9926 -2.7122  -0.10
4 C 1.0614 -0.9130 -1.5865  -0.12
5 C 1.6195 -0.8567 -0.1404  -0.17
6 C 0.6727 -1.3714 1.0008  -0.37
7 O 0.1317 -0.4741 1.9054  -0.31
8 H 1.8030 -0.5764 -2.3084  0.08
9 H 0.5586 -1.8366 -1.8852  0.11
10 H 1.8968 0.1671 0.1054  0.08
11 H 2.5357 -1.4567 -0.1643  0.08
12 H -0.1098 -1.9797 0.5338  0.08
13 H 1.3354 -2.1173 1.5145  0.08
14 H -1.0163 1.6905 0.6663  -0.01
15 H -1.9593 1.6396 -0.4088  0.02
16 O -1.6580 2.2988 0.2526  -0.11
17 H 0.1264 2.3813 1.7228  -0.02
18 H 0.6770 0.8869 1.7623  -0.01
19 O 0.9612 1.9032 1.6689  -0.18
20 H -2.9073 -1.5940 0.6476  -0.02
21 H -2.0140 -1.1770 -0.5212  -0.02
22 O -2.6257 -1.9053 -0.2235  -0.15
23 H -1.3702 -0.8013 2.2279  0.00
24 H -2.7347 0.0160 2.2903  0.01
25 O -2.3802 -0.8594 2.4478  -0.15
26 H 1.9131 1.4915 -2.5462  -0.01
27 H 2.0534 2.2313 -1.1768  0.01
28 O 2.5276 2.0254 -1.9871  -0.12

ORCA calculation (ωB97M-V/def2-TZVPD) on the ion C14H25F3N4O6P with charge -1 at a distorted geometry.

As for the total charge: -1. The value obtained for the HOMO energy is -0.2052 Eh.

Last column: Löwdin charge in e.
Positions of all 53 atoms, in Å:
1 C -3.1943 -1.7654 0.5732  -0.03
2 C -2.4891 -1.7213 -0.7647  -0.55
3 O -2.9312 -2.4607 -1.6277  0.06
4 N -1.4389 -0.8257 -1.0935  -0.07
5 C -1.9284 -0.0215 -2.1699  -0.52
6 C -3.2142 0.7396 -1.9327  -0.01
7 O -1.4131 0.0061 -3.2521  0.11
8 P -0.2847 -0.2290 0.2776  0.73
9 C -0.1803 -2.0738 0.8188  -0.25
10 C 1.1793 -2.6348 1.2565  -0.17
11 C 1.5892 -3.9676 0.6510  -0.48
12 N 1.2713 -4.2666 -0.7091  0.11
13 O 2.2167 -4.7622 1.3128  0.07
14 C -0.3279 1.6246 -0.2362  -0.21
15 C 0.6622 2.2823 -1.1820  -0.44
16 O 0.5135 1.8552 -2.5065  -0.03
17 C 0.4881 3.8345 -1.1024  -0.23
18 N -0.6681 4.3312 -1.8509  0.01
19 C 0.7523 0.2472 1.8553  -0.23
20 C 2.2091 0.6712 1.7678  -0.33
21 O 2.3719 2.0584 1.5225  -0.01
22 C 2.9529 0.3626 3.0688  -0.54
23 F 4.2115 0.8897 3.0804  0.11
24 F 3.0895 -0.9720 3.2872  0.12
25 F 2.3160 0.8782 4.1647  0.11
26 N 1.2699 -0.4662 -0.7833  0.04
27 C 1.2912 -1.0966 -1.8013  -0.44
28 O 1.3421 -1.7821 -2.7579  0.10
29 H -2.6775 -1.3263 1.4084  0.03
30 H -4.1593 -1.2840 0.4386  0.08
31 H -3.3901 -2.8109 0.7918  0.08
32 H -3.1479 1.6879 -2.4546  0.08
33 H -4.0457 0.1651 -2.3295  0.08
34 H -3.3937 0.9345 -0.8787  0.07
35 H -1.4329 0.0079 1.1138  0.03
36 H -0.8764 -2.1839 1.6445  0.07
37 H -0.5307 -2.7138 0.0195  0.06
38 H 2.0153 -1.9620 1.0800  0.09
39 H 1.1755 -2.8381 2.3237  0.11
40 H 0.2761 -4.3074 -0.8683  0.08
41 H 1.6676 -3.5905 -1.3485  0.06
42 H -0.0973 2.1493 0.6900  0.05
43 H -1.3465 1.9573 -0.4353  0.07
44 H 1.6787 2.1234 -0.8274  0.11
45 H 1.3427 1.9799 -2.9740  0.10
46 H 1.3852 4.2566 -1.5517  0.11
47 H 0.4455 4.1367 -0.0569  0.10
48 H -1.4420 4.5292 -1.2353  0.06
49 H -0.4493 5.1762 -2.3523  0.05
50 H 0.2267 1.0542 2.3710  0.08
51 H 0.6798 -0.5545 2.5902  0.08
52 H 2.7806 0.1608 0.9984  0.13
53 H 1.6590 2.5172 1.9767  0.09

ORCA calculation (ωB97M-V/def2-TZVPD) on a structure of composition C22H21ClCoN5S2Si.

As for the total charge: -1. Its multiplicity is 4. The expectation value of S² is 3.7596. As for the relative energy (zero: lowest compared OMol25 entry of this formula, charge and spin): 0.0000 eV. The value obtained for the HOMO energy (spin up / spin down) is -0.1681 / -0.1732 Eh.

Last column: Löwdin charge in e.
Positions of all 53 atoms, in Å:
1 Co 0.7558 -0.9402 -0.0944  0.33
2 S -0.9803 -2.2138 -1.0595  0.58
3 C -1.8213 -2.4657 0.4537  -0.69
4 C -3.2141 -2.5608 0.4583  -0.08
5 C -3.9420 -2.7449 1.6264  -0.21
6 C -5.3773 -2.8191 1.5674  -0.19
7 N -6.5248 -2.8699 1.5069  0.14
8 C -3.2610 -2.8486 2.8453  -0.21
9 C -1.8757 -2.7628 2.8573  -0.08
10 C -1.1276 -2.5664 1.6947  -0.71
11 S 0.6105 -2.4235 1.8014  0.56
12 C -3.9689 -3.0257 4.0852  -0.19
13 N -4.5154 -3.1576 5.0888  0.14
14 H -3.7422 -2.4773 -0.4825  0.11
15 H -1.3532 -2.8385 3.8023  0.11
16 C 3.3691 -0.3141 2.5761  -0.05
17 C 3.3267 0.5699 1.3641  -0.34
18 C 4.1095 1.7034 1.2576  -0.07
19 C 4.0019 2.4652 0.0894  -0.09
20 C 3.1505 2.0971 -0.9194  -0.03
21 C 2.3726 0.9166 -0.7706  -0.43
22 N 2.5008 0.1970 0.3826  0.06
23 N 1.4664 0.4041 -1.6128  -0.09
24 Si 1.2471 0.7011 -3.2864  0.35
25 C 2.4832 -0.2906 -4.2853  -0.18
26 C 1.4420 2.4965 -3.8319  -0.19
27 C -0.4804 0.2036 -3.7771  -0.19
28 H 4.1902 -0.0312 3.2340  0.07
29 H 3.4828 -1.3564 2.2788  0.07
30 H 2.4328 -0.2586 3.1329  0.05
31 H 4.7846 1.9805 2.0548  0.09
32 H 4.5997 3.3636 -0.0201  0.10
33 H 3.0523 2.6958 -1.8112  0.07
34 H 3.5034 0.0264 -4.0531  0.02
35 H 2.3244 -0.1588 -5.3591  0.02
36 H 2.4032 -1.3547 -4.0547  0.03
37 H 2.4819 2.8267 -3.8613  0.01
38 H 0.8859 3.1758 -3.1808  0.03
39 H 1.0399 2.6012 -4.8436  0.02
40 H -0.7414 -0.7934 -3.4208  -0.02
41 H -0.5823 0.2226 -4.8654  0.03
42 H -1.2162 0.9007 -3.3665  0.02
43 Cl -3.8832 2.2550 -0.6181  0.67
44 C -2.6830 1.6476 0.4765  -0.64
45 C -2.8461 1.7706 1.8442  -0.08
46 C -1.8541 1.2662 2.6679  -0.04
47 C -0.7577 0.6460 2.0919  -0.13
48 N -0.6220 0.5226 0.7734  0.01
49 C -1.5628 1.0130 -0.0281  -0.15
50 H -3.7340 2.2381 2.2475  0.11
51 H -1.9412 1.3251 3.7434  0.11
52 H 0.0171 0.1838 2.6900  0.08
53 H -1.4258 0.8569 -1.0904  0.08